A 15-piece molecular cluster, C85H200N10O25 overall in a non-equilibrium geometry, computed with ωB97M-V with the def2-TZVPD basis set.

The geometry in XYZ format:
```
320
Properties=species:S:1:pos:R:3:forces:R:3:mulliken_charge:R:1
C -6.02311 -0.87067 3.38612 0.8366 0.3503 -0.6418 -1.5902
C -5.99198 -2.18469 2.62756 -0.7106 -1.6833 -0.1650 2.8690
C -4.99750 -3.15789 3.24914 1.0556 0.1072 -0.9867 -0.5064
C -5.44661 -3.79744 4.54212 0.5215 0.4769 -0.6028 -1.2294
C -6.65255 -4.61991 4.28031 -1.1001 -0.6676 -0.4756 -0.8686
C -7.79110 -3.67457 3.78690 0.5949 1.1056 1.5701 1.2120
N -7.25624 -3.06210 2.54540 0.5616 0.9090 0.1487 0.2304
O -8.28335 -2.28789 1.92723 0.4218 1.3066 1.6847 -0.4874
C -8.94696 -4.52896 3.43627 -1.4445 0.1611 -0.5178 -2.1424
C -8.27205 -2.64472 4.95577 0.2619 -2.9147 -1.1174 -1.5148
C -5.58305 -1.87461 1.18705 0.3567 0.2174 0.2780 -2.3963
H -7.00289 -0.44360 3.35476 -0.5803 0.4762 0.1065 0.4308
H -5.31362 -0.20954 2.82918 -0.6212 -0.1701 0.6064 0.0294
H -5.64107 -0.93715 4.39962 -0.2153 -0.0832 0.2372 0.2836
H -4.84861 -3.91756 2.45176 0.1396 0.0468 0.6406 0.1910
H -4.01987 -2.65999 3.40158 -0.3858 0.0035 -0.1674 0.0022
H -5.71436 -3.03155 5.24845 0.0735 0.4429 0.4412 0.3455
H -4.59610 -4.28606 4.96807 0.3832 -0.8043 0.3382 0.5224
H -6.93893 -5.24571 5.16199 -0.1096 0.5701 -0.6909 0.3788
H -6.53759 -5.28295 3.38257 0.3420 0.1753 0.9281 0.3427
H -8.70582 -5.23348 2.63666 -0.0794 -0.1698 0.2425 0.3865
H -9.38399 -4.98119 4.31808 0.3949 -0.6690 0.2037 0.4486
H -9.77960 -3.90923 3.11670 -0.0811 0.1948 -0.4980 0.4758
H -7.38568 -2.20197 5.35504 0.0399 0.8720 0.3161 0.3300
H -9.04692 -1.98340 4.58243 0.1919 0.2607 0.0727 0.3496
H -8.68774 -3.34529 5.72127 0.1354 0.8108 -0.3426 0.4275
H -4.56973 -1.49025 1.20771 0.4834 -0.0607 0.1146 -0.2754
H -6.12937 -1.01363 0.82182 -0.5843 -0.1742 -0.3344 0.6528
H -5.58599 -2.72438 0.50462 -0.3522 0.0011 0.0602 0.6765
H -8.55261 -2.80964 1.20691 -0.4501 -1.0324 -1.4869 0.3367
C 6.33952 -3.26752 -3.63163 0.6530 -1.2955 -0.3929 -2.1124
C 6.19987 -2.71250 -5.04429 2.8818 1.0862 -0.0672 2.3537
C 7.68650 -2.83210 -5.73190 -1.9452 -1.9553 1.6992 -1.4657
C 7.96417 -4.30336 -6.02488 -2.1033 0.3650 -0.0502 -0.6805
C 6.79664 -4.79512 -6.92817 0.1524 0.0141 -0.4892 -1.2525
C 5.36695 -4.74958 -6.27252 1.1650 0.2115 0.0278 1.7793
N 5.18362 -3.28297 -5.91557 0.7661 -1.4550 0.1496 -0.3497
O 3.89901 -3.01903 -5.33823 0.1952 -0.0962 -0.3790 0.3308
C 4.24802 -5.06463 -7.21282 -0.7616 1.5599 -1.3413 -2.0901
C 5.27973 -5.89395 -5.22721 -0.6872 1.5057 1.5547 -1.3709
C 5.93131 -1.21593 -4.90912 0.2208 0.6246 -1.7878 -2.4626
H 5.40270 -3.55886 -3.27126 -1.7171 -0.2090 0.7932 0.6091
H 6.79135 -2.59427 -2.95224 0.1910 1.2332 0.5126 0.1942
H 6.95797 -4.16203 -3.47957 -0.0497 0.0016 -0.6905 0.2697
H 7.63085 -2.33225 -6.63436 0.0909 1.3843 -1.8615 0.5986
H 8.42460 -2.40834 -5.07129 0.1019 0.3830 0.2937 0.4129
H 8.06639 -4.84904 -5.11180 -0.5295 -0.5281 0.8482 0.3323
H 8.88629 -4.54410 -6.46193 1.4087 0.2765 -1.2176 0.5061
H 7.00204 -5.81170 -7.27480 -0.1886 -0.1494 0.2073 0.4574
H 6.84195 -4.19094 -7.87319 -0.3566 -0.2275 0.8248 0.3253
H 3.29878 -4.81257 -6.72074 0.1919 -0.3593 -0.1261 0.1689
H 4.28766 -4.43322 -8.11542 0.0805 0.0792 0.2821 0.3701
H 4.22449 -6.05663 -7.59667 0.1076 -1.0234 0.0920 0.5151
H 5.20509 -6.82466 -5.70500 0.5990 -1.2839 -1.2293 0.5793
H 6.10751 -5.95106 -4.49137 -0.7734 0.2017 -0.2403 0.2673
H 4.25120 -5.90962 -4.78834 0.8778 0.6064 0.4926 0.1047
H 5.11787 -0.98092 -4.30130 -1.7851 -0.0134 1.0296 0.4096
H 5.74016 -0.67401 -5.86976 0.1811 -0.7787 0.4090 0.3285
H 6.70676 -0.66182 -4.43134 1.1487 0.0038 0.3082 0.5639
H 3.57685 -2.36305 -5.97628 -0.3242 -0.0579 0.3453 0.2317
C 2.12229 4.92651 -0.85533 -1.7827 -1.4240 -0.8202 0.9111
C 3.21300 5.46282 -1.75895 -0.0808 1.2546 0.8206 1.9595
C 4.09227 4.34580 -2.23771 -0.4297 1.2898 -2.1357 -1.9569
C 3.32523 3.56043 -3.27675 1.0215 -1.4187 -0.4696 1.5848
C 2.98238 4.42588 -4.46426 0.3798 -0.4317 1.1810 -2.3244
C 2.00365 5.49561 -4.03605 1.2212 0.4782 -1.4690 2.6137
N 2.70360 6.21939 -2.95700 0.6615 0.4065 0.8957 0.0512
O 2.00660 7.39126 -2.44854 0.5873 0.0169 -1.0402 -0.4411
C 1.89994 6.38905 -5.27141 0.4611 2.8341 0.1115 -2.1363
C 0.58872 5.05302 -3.82738 -1.2345 0.1769 0.1634 -0.2103
C 4.03296 6.41216 -0.82195 -2.7298 1.5497 -0.5274 -1.7784
H 1.20198 5.53364 -0.84258 0.6048 0.1824 0.0847 -0.8932
H 2.50564 4.84167 0.15412 -0.1151 -0.2819 0.1620 0.9148
H 1.74275 3.92331 -1.23447 0.5514 0.9654 0.7835 -1.4378
H 4.97291 4.82964 -2.69685 -0.2043 -0.2732 -0.2002 0.3116
H 4.47624 3.77540 -1.46337 0.3831 -1.2034 1.8138 0.2334
H 2.40621 3.06781 -2.93813 0.0836 0.4115 0.4312 -1.0271
H 3.92017 2.69257 -3.59609 0.1252 0.1621 -0.1245 0.4486
H 2.45742 3.78621 -5.13562 -0.1553 -0.2934 -1.1564 0.5672
H 3.89125 4.89034 -4.89363 -0.5207 -0.3638 0.0475 0.3596
H 1.29293 7.29046 -4.94755 0.6047 -0.7553 -0.6822 0.3581
H 2.89543 6.77592 -5.65009 -0.9522 -0.4717 0.6555 0.4249
H 1.40126 5.95157 -6.13614 -0.0825 -0.3405 0.2760 0.3112
H 0.40547 4.41272 -2.93771 0.0162 0.4058 -0.6658 -0.9032
H 0.10466 6.03842 -3.73394 -0.5951 -0.6203 0.5990 0.3453
H 0.13666 4.63876 -4.77600 0.6589 0.0387 1.1234 0.0133
H 3.24305 6.96691 -0.20886 1.1844 -0.5711 -0.5818 0.2943
H 4.55469 7.20190 -1.36362 0.4365 -0.3378 -0.0399 0.4049
H 4.63119 5.85123 -0.14503 0.7207 -0.4607 0.3587 0.4324
H 2.58742 8.12165 -2.77362 -0.7794 -0.8614 0.4013 0.3497
C 3.55858 -4.10100 0.05540 0.5970 0.9707 -0.1361 -1.1044
C 2.42742 -4.78742 0.84492 -0.4495 0.9621 -1.2729 3.3031
C 1.66724 -5.70467 -0.11930 1.1358 0.0736 -1.7132 -0.1575
C 2.55806 -6.93689 -0.52302 0.3282 -1.4435 0.7652 -0.4530
C 2.96501 -7.65103 0.81811 -1.1261 -0.1231 -0.2828 -1.5515
C 3.66821 -6.73429 1.79789 1.1032 -0.3346 0.5157 1.5440
N 2.85160 -5.52785 2.01733 0.2813 0.4921 1.0530 1.5173
O 3.61259 -4.58529 2.83764 0.9611 -1.2802 -1.9448 -0.6393
C 3.82958 -7.42897 3.18860 -0.2116 1.7633 0.5146 -1.8824
C 5.08763 -6.51332 1.30000 1.0354 -0.2796 -0.1197 -1.8595
C 1.50937 -3.62272 1.30977 1.7370 -0.9047 1.4346 -1.5376
H 4.22282 -4.69194 -0.60847 -0.6269 0.2088 0.5685 -0.1537
H 4.15585 -3.50642 0.75461 0.3216 -0.4818 0.1026 0.5162
H 3.12223 -3.28388 -0.53212 -0.1281 -0.4907 -0.3530 -0.5120
H 0.68924 -6.06529 0.19238 0.0735 -0.1561 0.6687 0.1758
H 1.40767 -5.04050 -0.98305 0.3714 -0.6167 0.3861 -0.9106
H 3.53561 -6.86213 -1.07867 -1.1855 0.9698 0.2262 0.2872
H 1.97917 -7.70255 -1.08507 0.1311 0.7042 0.1490 0.5061
H 3.59668 -8.54533 0.67231 -0.2007 0.4401 -0.1891 0.4515
H 2.03716 -8.01799 1.27605 0.0061 -0.0028 0.0721 0.3079
H 2.80949 -7.59225 3.54569 0.2341 -0.3957 0.2717 0.3277
H 4.41646 -8.32551 3.17727 -0.0122 -0.7344 -0.4305 0.5135
H 4.37913 -6.77758 3.94362 -0.8488 -0.4341 -1.0882 0.2891
H 5.64195 -7.47117 1.39378 -0.2980 0.5233 -0.1233 0.4916
H 5.28708 -6.10929 0.31011 -0.5694 -0.3263 -0.2559 0.2796
H 5.56970 -5.80484 1.93322 0.4683 0.4868 0.7819 0.3925
H 2.04869 -3.11336 2.12590 -0.4710 -0.3868 0.0971 -0.0498
H 0.59480 -4.04687 1.65541 -0.9232 0.1047 0.3214 0.3593
H 1.42673 -2.81702 0.63413 -0.5880 0.4336 -1.4344 -0.6259
H 3.08164 -4.38996 3.59048 -1.0794 0.1081 1.4143 0.3129
C -1.32137 3.60863 3.67429 -0.3245 1.2228 -1.1473 1.0635
C -0.25461 4.75469 3.74017 0.4875 -1.0882 -1.3793 2.4447
C -0.52403 5.88130 2.71899 0.5701 -1.0403 0.4056 -0.6084
C 0.42436 7.05778 2.93525 -0.7114 0.2459 -1.3459 -0.6831
C 0.39783 7.53615 4.37545 -0.3955 0.3968 -0.9981 -1.3695
C 0.65451 6.44367 5.38368 -0.7917 0.6856 0.7273 1.5345
N -0.29956 5.38460 5.06037 1.1398 -2.1233 1.1059 0.3002
O -0.08561 4.37478 6.12696 -0.5059 -0.2130 -0.4880 -0.5918
C 2.14832 6.08670 5.56796 -1.0291 1.2867 -0.0241 -1.6585
C 0.11966 7.07614 6.68556 0.6929 -0.3763 0.5342 -1.9636
C 1.06283 3.96921 3.25109 -0.5290 0.9468 0.5478 -0.4939
H -1.02096 2.76981 4.25173 0.2368 -0.6160 0.8493 -0.5256
H -1.41340 3.19002 2.63453 0.0426 0.7870 0.7495 -0.8603
H -2.30198 3.95766 4.03279 0.2802 -0.1487 -0.2481 -0.6774
H -0.35410 5.44426 1.73609 0.0149 0.0185 -0.1958 -1.0429
H -1.56364 6.16865 2.72576 -0.4649 0.3348 0.3298 0.6413
H -0.03026 7.83110 2.27544 0.8374 -0.0439 0.3413 0.5222
H 1.42766 6.78942 2.52332 -0.5705 0.3534 0.5545 0.0651
H -0.58966 8.02350 4.58188 0.6377 -0.6063 -0.2530 0.3351
H 1.12184 8.31351 4.52654 0.5151 0.5002 0.0555 0.5601
H 2.59733 7.05026 5.84219 0.2577 -0.2508 -0.2527 0.4790
H 2.25124 5.47876 6.44541 0.2332 -0.6946 0.2086 0.4390
H 2.61596 5.69196 4.68091 0.2431 -0.1933 -0.0299 0.2684
H 0.18604 6.40239 7.57511 -0.3004 0.5644 -0.8090 0.3081
H 0.70994 7.96844 6.87525 0.2784 0.1204 0.2520 0.4350
H -0.87345 7.45637 6.46788 -0.3303 -0.4358 0.4579 0.4303
H 2.02341 4.52247 3.18545 -0.7396 -0.1435 0.1982 0.3259
H 0.82703 3.62452 2.22401 0.1288 -0.2301 0.7017 -0.5174
H 1.15855 3.15081 3.97322 0.4565 -0.2382 -0.5486 0.1226
H 0.69624 3.79484 5.97404 -0.3988 0.8763 -0.4936 0.3588
C -1.97796 2.87138 -1.56493 -2.5800 -0.4671 0.7005 1.8367
C -1.49492 2.80816 -0.14892 -0.1713 -1.6223 1.5098 2.2071
O -0.28970 2.10861 0.11892 0.6521 0.7366 -0.4678 1.6053
O -3.27843 3.54877 -1.41055 0.7488 0.6979 -2.1130 -0.6169
H -2.19502 1.87211 -1.94247 0.1026 -0.2308 -0.0907 -1.2729
H -1.30822 3.33815 -2.25152 0.5188 0.7436 -0.3779 -0.5823
H -2.24726 2.33020 0.54555 0.1550 0.6087 -1.1634 -1.1972
H -1.37496 3.81713 0.17107 0.3190 0.8762 0.4629 -0.3682
H -0.35269 1.17690 -0.14277 -0.1743 -0.3875 -0.0672 -1.3012
H -3.49092 4.08427 -2.26169 0.5209 -0.8771 1.5072 0.1536
C 0.60090 -0.33019 -6.26195 -0.7870 0.2946 1.0298 0.0942
C 0.05116 -1.69280 -5.84596 0.8329 -0.8439 0.3481 0.2751
O -1.34143 -1.60229 -5.58481 -0.5147 -0.4883 -0.2887 -0.5215
O 2.03459 -0.24255 -6.13318 -1.8530 0.0221 -1.0528 -0.6702
H -0.05261 0.33870 -5.60902 1.4059 -0.1002 -0.2627 -0.5631
H 0.36536 0.00194 -7.23839 -0.2741 -0.1426 -1.2572 0.5273
H 0.60489 -1.89645 -4.88132 -0.4111 -0.2413 -0.8425 -0.5693
H 0.25710 -2.50964 -6.57492 0.0561 0.5360 0.4482 0.5724
H -1.74288 -2.50538 -5.60839 0.8540 0.9210 0.1856 0.2678
H 2.12750 -0.29748 -5.20099 1.0119 -0.0790 1.8792 -0.0738
C 0.62357 -5.72422 -3.68651 0.9437 -0.8823 0.2801 -0.9408
C -0.19033 -4.50784 -3.40593 -1.0971 0.0612 0.2196 2.1474
O -1.31216 -4.32406 -4.30597 0.8016 -0.3197 0.1788 -0.8017
O -0.12030 -6.93819 -3.46308 0.9800 0.8581 0.0893 -0.5860
H 1.50443 -5.84561 -3.03629 -0.4525 0.5675 0.2206 -0.1341
H 1.10091 -5.64416 -4.65589 -0.3174 -0.3604 -0.7635 0.5494
H 0.39264 -3.58947 -3.40528 0.3191 0.0029 0.2222 -0.5668
H -0.65760 -4.71181 -2.44293 0.2675 0.4462 0.4977 -0.5575
H -1.99435 -4.02007 -3.67768 -0.5079 -0.1088 -0.0894 0.2469
H -0.73474 -6.95798 -4.17674 -1.0208 -0.2922 -0.7677 0.3813
C 1.26115 -4.48382 5.72463 -1.2923 1.6374 0.0366 -0.1144
C 1.12368 -5.89070 5.17588 0.2199 0.0527 0.0991 -0.3693
O 0.55474 -5.96804 3.87473 -0.4529 0.0408 0.3910 -0.6480
O 2.33714 -3.69569 5.17857 -0.6351 0.6943 -0.9788 -0.6396
H 1.39749 -4.45275 6.81944 -0.0130 -0.5442 -0.3212 0.3644
H 0.27638 -3.94204 5.54902 1.0011 -0.6268 0.0600 -0.0076
H 0.55204 -6.45171 5.92838 -0.5046 0.1084 -0.4279 0.4352
H 2.07340 -6.38482 5.21516 0.8898 -0.1658 -0.1907 0.1065
H 1.18274 -6.22799 3.17345 0.2830 0.4824 0.5935 0.1985
H 1.98362 -2.83454 4.81532 0.3234 -1.2104 0.7425 0.3207
C 0.49909 0.35752 5.20311 -0.8917 -0.1380 0.9486 0.9681
C -0.42794 0.51905 6.40757 -0.3146 1.1023 -0.8382 -0.4035
O -1.64882 -0.16084 6.05779 1.0250 0.1266 0.1221 -0.4849
O 0.61265 -0.99037 4.84648 -0.4471 -1.8521 -0.0287 -0.2182
H 1.48546 0.70279 5.48082 0.3317 0.3410 -0.2855 0.5106
H 0.05342 0.92115 4.37161 0.3609 0.0809 0.0949 -0.9050
H -0.52000 1.63079 6.53650 -0.5157 -0.7692 -0.0156 0.0148
H -0.02456 0.14363 7.34287 0.1997 -0.3969 0.0561 0.3262
H -2.39972 0.32980 6.38101 -0.5969 0.5170 0.2747 0.2429
H -0.20372 -1.48474 5.11814 0.8182 0.9809 -0.3989 0.2385
C 2.61784 -1.68751 -2.67426 -1.3719 -0.5069 -0.4840 -0.0293
O 2.32699 -0.43599 -3.26378 0.5138 0.3828 -1.0202 1.5136
C 1.41349 0.46097 -2.66670 -1.4022 -0.6489 -0.0645 0.6624
C 0.03874 -0.14914 -2.37738 -0.7510 0.0077 0.3833 1.0332
N -0.06790 -0.60280 -0.99295 -1.9072 0.4073 0.6127 1.1723
C -1.31087 -1.38595 -0.74550 -0.3077 -0.2275 -2.4933 2.0911
C -1.75420 -1.59780 0.68096 1.0260 0.1466 -0.4210 -0.3212
O -2.16282 -0.32016 1.13391 -0.2279 0.1840 -0.9786 0.1258
C -1.66102 0.01429 2.38471 0.7148 -1.8291 1.3100 0.0291
H 2.63099 -2.53558 -3.38126 -0.0358 0.7634 -0.3675 -0.4122
H 1.82410 -1.95571 -1.99301 -0.0068 -0.1181 0.6349 -0.6401
H 3.57840 -1.69002 -2.23868 1.1032 0.2281 0.9146 0.3259
H 1.17802 1.25133 -3.38506 0.7356 -0.0716 -0.1762 -0.2546
H 1.74437 0.93693 -1.73154 0.3663 -0.1754 -0.1799 -0.7293
H -0.37700 -0.88926 -3.09236 0.9104 -0.1646 -0.0311 -0.5211
H -0.70205 0.64666 -2.51252 0.1272 0.1859 0.2382 -0.5091
H 0.73845 -1.08766 -0.68475 0.7319 -0.5869 0.2598 -0.4031
H -1.26001 -2.33760 -1.38826 -0.2035 0.7908 1.1052 -0.5562
H -2.16181 -0.79848 -1.20215 0.8459 -0.4433 0.2758 -1.4059
H -0.91207 -1.97990 1.28066 -0.2497 0.0567 0.0686 -0.0638
H -2.55799 -2.34681 0.67705 -0.0569 0.2401 0.2256 -0.4405
H -0.54794 -0.17585 2.45784 -0.8266 0.5254 -0.2278 -0.3256
H -2.09900 -0.76708 3.06537 0.2520 1.1749 0.3271 0.2478
H -1.90315 1.04811 2.64698 -0.1319 -0.3713 -0.0492 -0.1228
C -1.49330 2.70264 -5.89913 0.8863 -1.1692 0.6660 -0.9141
O -2.40537 3.73098 -5.76687 -0.0343 0.3701 -0.5971 -0.3814
C -3.70883 3.40881 -5.37340 -0.5342 1.1201 -1.0276 -0.1534
C -4.27329 4.76254 -4.96078 -1.0709 0.7347 -0.1211 -0.9112
N -3.59440 5.34305 -3.82391 1.3971 -0.0577 0.6315 0.4824
C -3.85960 6.75822 -3.49581 0.5463 0.9724 -1.1545 -0.9682
C -3.18484 7.09215 -2.16570 0.1753 -0.8300 -0.0087 -0.2370
O -1.77741 6.92906 -2.32754 -0.3575 -0.2364 0.4569 -0.2848
C -1.08590 6.97143 -1.07923 -0.4612 0.6549 0.2907 -0.3443
H -1.10346 2.42230 -4.89142 -0.2642 -0.1938 -0.3851 0.2020
H -0.63920 3.11932 -6.42226 0.1206 -0.1252 -0.3159 0.3963
H -1.83947 1.76804 -6.41235 -0.0540 0.8431 0.2629 0.4871
H -3.69645 2.73394 -4.52396 -0.1850 -0.4586 0.1327 0.0863
H -4.32109 3.03153 -6.26694 0.7554 0.1020 1.3061 0.3493
H -5.27415 4.59753 -4.56542 -0.5519 0.0662 -0.7028 0.4263
H -4.27141 5.48086 -5.83762 -0.1702 -0.8688 0.6474 0.2938
H -2.58584 5.21081 -3.96524 -0.3373 0.4278 0.1140 -0.1307
H -4.93735 6.93451 -3.33313 0.2952 -0.2414 -0.3464 0.3826
H -3.49229 7.48755 -4.34739 -0.6630 -1.2712 1.4623 0.3147
H -3.63919 6.34864 -1.43515 0.7892 0.8511 -0.3595 0.0571
H -3.30910 8.12939 -1.82021 -0.6242 -0.2249 -0.1420 0.4935
H -0.03001 7.24872 -1.34357 -0.9456 -0.5450 0.6021 0.0183
H -1.22328 5.97806 -0.55527 0.4601 0.9904 -0.3796 -0.0104
H -1.54988 7.79291 -0.40981 0.7710 -1.1112 -0.8514 0.4419
C -4.96966 0.08780 -1.92249 -0.1488 -1.2580 -0.0273 -0.9485
O -4.69835 -1.29021 -2.10066 0.4045 -0.7257 -1.3882 -0.2414
C -4.10311 -1.57489 -3.42233 0.4418 -0.4604 1.8269 -0.0810
C -4.23697 -3.07531 -3.67366 -0.4863 0.7922 0.4524 -0.8031
N -3.58492 -3.79318 -2.60441 0.1588 -1.3373 0.1410 1.2457
C -4.15492 -5.10557 -2.36264 -0.9617 -1.8436 -0.4543 -0.8931
C -3.37530 -5.83990 -1.28555 -0.7231 0.4948 -0.4556 -0.4622
O -3.46451 -5.00347 -0.15951 0.4057 -0.0282 0.8633 -0.0247
C -2.80805 -5.54410 0.98169 -1.4845 0.6169 0.9576 -1.0271
H -5.69515 0.40629 -2.62962 -0.5407 0.5491 -1.0835 0.5650
H -4.07059 0.65435 -1.98766 0.6981 0.7980 0.0750 0.3583
H -5.46246 0.19122 -0.98162 0.0942 0.1216 0.9054 -0.0332
H -3.02954 -1.27508 -3.34647 -0.7250 0.0485 -0.5781 -0.2565
H -4.67818 -1.10380 -4.19500 0.0121 0.8555 -0.4473 0.7556
H -3.76630 -3.38651 -4.64191 -0.6232 0.3943 0.5605 0.2450
H -5.34237 -3.24178 -3.68881 0.6448 -0.2949 -0.1811 0.4128
H -3.58356 -3.36163 -1.68844 -0.1935 0.7592 -0.2635 -0.6228
H -4.16262 -5.76128 -3.29305 0.1236 0.9720 0.8616 0.3893
H -5.23622 -5.11846 -1.97220 1.1385 0.5003 -0.6813 0.3613
H -2.34011 -5.90213 -1.52173 1.0609 -0.4066 -0.6067 0.0640
H -3.78446 -6.85870 -1.17028 0.0019 0.2981 0.3803 0.3681
H -2.43455 -4.75777 1.63671 -0.5119 0.5318 -0.0289 0.1972
H -1.88747 -6.05468 0.78571 0.2164 -1.0741 -0.6238 0.5712
H -3.60154 -6.09811 1.54923 1.1729 -0.1152 -0.2854 0.2424
C 4.24436 0.06502 3.35379 1.7591 -0.9168 -0.0208 -0.7997
O 3.31999 1.03370 3.16448 -2.6653 2.0454 -1.0682 -0.3151
C 2.69734 1.16746 1.84518 1.4301 -2.1898 -0.5717 0.8957
C 3.31263 2.21306 0.88188 -0.9003 0.1946 0.5134 0.4915
N 4.71250 2.15050 0.43395 -0.9403 -0.2304 1.1510 -0.2013
C 5.01300 0.97688 -0.36240 1.9139 3.1407 -1.7170 0.4560
C 6.53343 1.16534 -0.72769 -1.0135 -0.4137 0.2581 -1.3400
O 7.03136 0.09518 -1.47540 0.1002 0.4944 -1.0401 -0.2273
C 7.25992 -0.98672 -0.66929 -0.1134 -1.2141 2.4228 -0.4536
H 3.99657 -0.88493 2.88885 -0.1374 -0.2796 -0.3939 0.2462
H 4.37061 -0.16808 4.41842 -0.1288 0.3566 -0.0772 0.2772
H 5.20476 0.43016 2.96230 0.2882 -0.5080 0.0749 0.2108
H 1.63800 1.34344 1.96613 -0.2017 0.5358 0.2963 -0.5983
H 2.71541 0.16042 1.32568 0.2015 0.6071 0.6230 -0.1193
H 3.13794 3.14229 1.41194 0.3373 0.5050 -0.0787 0.2409
H 2.60671 2.26021 0.01334 0.7170 -0.1482 0.4675 -0.9971
H 5.33315 2.16959 1.24911 -0.3512 0.0605 -0.2353 0.4647
H 4.51197 1.12465 -1.32689 -0.2856 -0.4138 0.0922 -0.5131
H 4.73885 0.07663 0.07222 -0.2493 -2.0069 0.8518 0.9692
H 7.16651 1.25452 0.17033 -0.2917 0.2262 0.0854 0.5367
H 6.63655 2.07971 -1.31308 -0.1021 -0.0890 -0.0103 0.2240
H 6.33912 -1.59673 -0.43847 0.4441 0.6934 -0.0960 -0.0260
H 7.65323 -0.57913 0.35527 -0.2463 -1.2261 -1.5659 0.2907
H 7.92136 -1.72101 -1.14337 0.2869 0.5314 0.1210 0.3186
C -4.72658 3.35409 1.42109 -0.5389 -0.7531 0.1975 0.1195
O -5.35062 3.68863 2.64001 0.2482 0.4733 0.0957 -0.3958
C -5.21770 5.07351 2.90609 0.0117 -0.4899 -0.5121 0.0532
C -5.68403 5.26704 4.33594 0.9067 -1.3060 0.0742 -1.1142
N -4.71694 4.68141 5.27504 0.9365 2.1686 0.2628 -0.2801
C -4.65383 3.32906 5.64901 -0.2171 -2.5319 -0.1167 -0.2545
C -3.61256 3.22986 6.78986 -0.3759 0.6673 -0.9249 0.0218
O -3.58721 1.92417 7.32974 0.9737 0.0244 -0.7071 -0.3385
C -3.00518 1.94040 8.61321 0.2039 -1.5516 0.6474 -0.8129
H -3.63510 3.45478 1.57245 -0.4348 0.0448 -0.6120 0.0380
H -5.13417 3.98004 0.58959 0.6050 -0.4604 0.3997 0.1831
H -5.01555 2.28695 1.28107 0.5179 0.6901 -0.3543 -0.0997
H -5.83317 5.59492 2.17676 -0.3895 0.4461 -0.0886 0.5046
H -4.16123 5.44379 2.67426 -0.9002 -0.4896 0.7740 -0.0034
H -6.66138 4.77777 4.53387 0.5036 0.3547 -0.4216 0.4056
H -5.76648 6.32117 4.50541 -0.1433 0.6899 0.4327 0.4119
H -3.73278 4.88594 5.02764 -1.0470 0.6617 -0.0615 0.0318
H -4.43106 2.69572 4.74392 0.2152 -0.0221 0.9361 -0.0608
H -5.58033 2.88503 6.07128 0.1407 0.6584 -0.2840 0.4899
H -3.99722 3.82681 7.60031 -0.1255 0.8929 0.1276 0.4661
H -2.61439 3.68502 6.46744 -0.8347 -1.0051 0.4563 -0.0834
H -2.41323 0.99931 8.68025 -0.2130 0.6223 0.2508 0.2239
H -3.79819 1.87828 9.37813 0.2509 0.2160 -0.1458 0.2771
H -2.34510 2.78889 8.83101 -0.1693 -0.0578 -0.3390 0.3686
```
Positions in Å, forces in eV/Å.

Computed properties:
**Total charge**: 0
**Energy**: -157459.1006 eV
**Largest force on an atom**: 4.1 eV/A
**Orbital gap**: 8.72 eV